[1]
Here is CF3LuMgNO4S3 as an isolated structure at a distorted geometry from the Open Molecules 2025 dataset. Energies are from ωB97M-V/def2-TZVPD.

Last column: Löwdin charge in e.
CARTESIAN COORDINATES (ANGSTROEM)
Lu: -0.79 0.11 2.67  1.820
N: 0.87 -0.55 1.49  -0.486
S: 1.09 -0.54 0.02  0.558
O: 0.16 0.16 -0.98  -0.456
C: 2.44 0.70 -0.35  -0.692
F: 3.51 0.45 0.40  0.156
F: 1.93 1.90 -0.07  0.110
F: 2.78 0.66 -1.63  0.172
Mg: -1.60 0.90 -0.71  0.841
S: -3.47 -0.68 1.29  0.544
O: -2.19 0.42 1.19  -1.120
S: -3.00 -1.55 -0.94  0.653
O: -2.95 -0.11 -1.69  -0.791
O: 1.22 -1.87 -0.70  -0.309

multiplicity: 1
total charge: +1
gap between HOMO and LUMO: 5.067 eV



[2]
Here is C25H48Cl3N4O4SiTl as an isolated structure at a distorted geometry from the Open Molecules 2025 dataset. Energies are from ωB97M-V/def2-TZVPD.

Last column: Löwdin charge in e.
CARTESIAN COORDINATES (ANGSTROEM)
C: -1.57 -1.99 -3.88  -0.055
C: -1.10 -2.69 -2.65  -0.232
H: -1.95 -2.72 -4.61  0.076
H: -0.75 -1.42 -4.36  0.065
H: -2.37 -1.28 -3.62  0.086
C: -0.65 -3.96 -2.63  -0.124
C: -0.49 -4.81 -3.84  -0.102
H: -0.43 -4.43 -1.67  0.108
H: -0.30 -4.22 -4.75  0.073
H: -1.38 -5.43 -4.01  0.082
H: 0.36 -5.49 -3.69  0.069
Tl: 0.06 1.19 -1.02  0.407
Cl: -2.43 1.23 -0.68  0.110
Cl: 2.08 2.60 -0.84  0.070
H: 0.86 4.92 3.70  0.089
H: -1.27 5.84 3.15  0.091
C: 0.94 4.28 2.81  -0.028
C: -1.15 5.42 2.14  -0.047
N: -0.36 4.21 2.19  -0.180
H: 1.29 3.28 3.08  0.088
C: -0.74 3.11 1.53  -0.345
O: -0.09 2.05 1.53  -0.122
H: -2.13 5.17 1.71  0.090
H: -1.68 3.22 0.95  0.094
H: 1.68 4.73 2.12  0.098
H: -0.68 6.18 1.50  0.094
H: 1.90 -1.56 -2.96  0.078
H: 1.90 -4.09 -1.84  0.070
C: 2.91 -1.49 -2.53  -0.041
C: 2.93 -3.78 -1.61  -0.047
N: 2.99 -2.35 -1.37  -0.188
H: 3.10 -0.46 -2.22  0.081
C: 3.32 -1.85 -0.14  -0.339
O: 3.49 -0.66 0.11  -0.019
H: 3.28 -4.32 -0.73  0.089
H: 3.42 -2.65 0.63  0.139
H: 3.63 -1.83 -3.28  0.091
H: 3.55 -4.04 -2.48  0.087
O: 0.08 -0.99 -1.54  -0.322
C: -1.01 -1.83 -1.39  -0.419
C: 0.25 -2.90 0.55  -0.059
C: -0.96 -2.67 -0.10  -0.183
H: 1.12 -2.33 0.26  0.083
C: 0.32 -3.86 1.56  -0.086
H: -1.95 -1.23 -1.36  0.074
C: -2.12 -3.29 0.34  -0.039
H: 1.29 -4.06 2.01  0.098
C: -0.83 -4.56 1.94  -0.100
C: -2.05 -4.26 1.34  -0.090
H: -3.05 -3.02 -0.18  0.123
H: -0.75 -5.34 2.70  0.095
H: -2.96 -4.78 1.64  0.095
Si: -0.60 3.55 -3.86  0.234
Cl: -0.25 1.41 -3.65  0.385
C: 1.09 4.30 -3.90  -0.219
C: -1.58 4.22 -2.42  -0.203
C: -1.59 3.77 -5.43  -0.209
H: 1.65 4.06 -2.98  -0.029
H: 0.98 5.39 -3.97  0.042
H: 1.67 3.95 -4.76  0.042
H: -1.03 3.47 -6.33  0.037
H: -1.85 4.84 -5.54  0.043
H: -2.53 3.21 -5.40  0.040
H: -1.66 3.51 -1.60  -0.066
H: -2.60 4.46 -2.76  0.046
H: -1.11 5.15 -2.06  0.045
C: 2.29 -0.60 3.09  -0.049
N: 1.20 -0.15 3.92  -0.121
C: 1.54 0.43 5.20  -0.074
C: -0.03 -0.22 3.32  -0.482
O: -0.09 -0.62 2.15  0.011
N: -1.19 0.20 3.94  -0.131
C: -1.48 0.22 5.36  -0.065
C: -2.36 0.11 3.10  -0.060
H: 3.22 -0.53 3.66  0.086
H: 2.39 -0.01 2.17  0.083
H: 2.14 -1.65 2.79  0.081
H: 1.03 1.39 5.35  0.086
H: 1.32 -0.25 6.03  0.086
H: 2.63 0.62 5.21  0.084
H: -2.13 1.09 5.57  0.088
H: -2.03 -0.69 5.67  0.095
H: -0.57 0.30 5.95  0.044
H: -2.20 0.64 2.16  0.042
H: -2.60 -0.94 2.85  0.099
H: -3.21 0.55 3.64  0.086

multiplicity: 1
gap between HOMO and LUMO: 6.802 eV



[3]
Here is C33H40FN6O10PSbScSe4 as an isolated structure from the Open Molecules 2025 dataset. Energies are from ωB97M-V/def2-TZVPD.

Last column: Löwdin charge in e.
CARTESIAN COORDINATES (ANGSTROEM)
Sc: 0.52 0.77 -1.03  0.792
O: 3.21 -2.52 1.40  0.029
C: 2.88 -2.05 0.22  -0.568
O: 2.18 -2.57 -0.62  0.103
C: 3.58 -0.73 -0.03  -0.157
C: 4.76 -0.39 0.64  0.050
C: 5.40 0.79 0.32  -0.014
C: 4.86 1.60 -0.68  0.015
C: 3.69 1.18 -1.27  -0.195
N: 3.05 0.06 -0.95  0.156
C: 2.96 1.94 -2.34  -0.421
O: 3.55 2.93 -2.97  0.167
O: 1.82 1.64 -2.64  0.057
H: 2.57 -3.23 1.70  -0.051
H: 5.14 -1.05 1.41  0.131
H: 6.30 1.08 0.84  0.119
H: 5.33 2.54 -0.93  0.121
H: 4.50 2.99 -2.81  0.122
C: -5.46 -1.38 2.23  -0.073
C: -5.52 -1.63 0.73  -0.177
N: -4.23 -1.41 0.06  -0.005
C: -3.92 -0.18 -0.36  0.049
C: -2.74 0.15 -0.95  -0.041
C: -2.42 1.60 -1.13  -0.558
O: -3.32 2.42 -1.26  0.059
O: -1.16 1.90 -1.09  -0.141
C: -1.82 -0.88 -1.28  -0.334
O: -0.73 -0.67 -1.92  -0.110
C: -2.14 -2.20 -0.82  -0.073
C: -1.23 -3.26 -0.99  0.091
C: -1.40 -4.42 -0.32  -0.191
F: -0.53 -5.42 -0.58  0.058
C: -2.41 -4.58 0.67  -0.135
C: -3.41 -3.61 0.67  0.044
C: -3.28 -2.42 -0.05  -0.108
N: -2.42 -5.54 1.68  -0.030
C: -1.29 -6.47 1.74  -0.170
C: -1.04 -7.06 3.12  -0.118
N: -1.14 -5.97 4.12  -0.013
C: -2.57 -5.60 4.23  -0.120
C: -3.04 -5.01 2.91  -0.164
H: -6.45 -1.55 2.66  0.082
H: -5.17 -0.35 2.44  0.082
H: -4.73 -2.02 2.73  0.013
H: -6.23 -0.95 0.26  0.123
H: -5.84 -2.64 0.50  0.119
H: -4.65 0.60 -0.18  0.155
H: -0.35 -3.12 -1.60  0.139
H: -4.25 -3.73 1.33  0.095
H: -0.37 -5.96 1.46  0.046
H: -1.44 -7.30 1.04  0.134
H: -0.03 -7.47 3.14  0.136
H: -1.75 -7.83 3.40  0.128
H: -0.55 -5.12 3.78  -0.066
H: -0.77 -6.25 5.02  0.173
H: -2.68 -4.83 4.99  0.119
H: -3.11 -6.49 4.52  0.125
H: -2.84 -3.94 2.96  0.020
H: -4.13 -5.15 2.88  0.128
Se: -2.14 -1.57 4.14  -0.111
Sb: 0.17 -1.58 3.46  -0.205
Se: 0.29 -0.28 1.20  0.256
Se: 1.86 -0.57 4.82  -0.167
Se: 0.76 -3.90 2.80  0.196
O: 5.11 4.11 -5.13  -0.049
C: 4.42 5.28 -5.51  -0.239
N: 3.15 5.43 -4.83  0.092
C: 2.19 4.49 -5.02  -0.453
O: 2.34 3.62 -5.87  0.068
C: 0.98 4.54 -4.15  -0.128
C: -0.16 3.84 -4.54  0.009
C: -1.26 3.86 -3.72  -0.031
C: -1.19 4.57 -2.52  -0.123
N: -0.11 5.22 -2.13  0.076
C: 0.95 5.20 -2.93  -0.101
H: 4.59 3.38 -5.49  0.079
H: 4.23 5.27 -6.59  0.129
H: 5.05 6.13 -5.26  0.128
H: 3.07 6.08 -4.07  0.120
H: -0.14 3.29 -5.47  0.126
H: -2.17 3.33 -3.96  0.115
H: -2.04 4.57 -1.85  0.104
H: 1.83 5.72 -2.55  0.109
C: 2.08 2.74 2.55  -0.170
P: 1.12 3.31 1.16  0.605
C: 1.54 5.03 0.87  -0.162
C: -0.61 3.30 1.63  -0.158
O: 1.45 2.50 -0.09  -0.447
H: 2.04 3.45 3.38  0.065
H: 3.12 2.63 2.22  0.056
H: 1.71 1.77 2.88  -0.026
H: 1.30 5.64 1.74  0.060
H: 0.97 5.38 0.01  0.025
H: 2.61 5.11 0.66  0.056
H: -0.74 3.91 2.53  0.069
H: -0.90 2.27 1.84  0.021
H: -1.21 3.69 0.82  0.058

multiplicity: 1
gap between HOMO and LUMO: 5.802 eV



[4]
Here is C51H46Br2F3N7RbSb as an isolated structure from the Open Molecules 2025 dataset. Energies are from ωB97M-V/def2-TZVPD.

Last column: Löwdin charge in e.
CARTESIAN COORDINATES (ANGSTROEM)
Rb: -0.10 -0.16 0.18  0.693
C: 1.70 3.71 0.11  -0.204
C: 1.51 3.09 1.49  -0.194
N: 1.96 1.70 1.57  -0.100
C: 3.38 1.49 1.37  -0.162
C: 3.73 1.22 -0.08  -0.277
C: 5.01 1.43 -0.57  -0.020
C: 5.28 1.16 -1.90  -0.051
C: 4.24 0.73 -2.72  -0.019
C: 2.99 0.54 -2.15  -0.276
C: 1.78 0.12 -2.97  -0.161
N: 0.57 0.89 -2.68  -0.133
C: 0.57 2.26 -3.18  -0.199
C: 1.31 3.25 -2.27  -0.201
N: 0.89 3.03 -0.89  -0.066
N: 2.76 0.74 -0.86  0.128
H: 2.75 3.61 -0.18  0.108
H: 1.48 4.78 0.18  0.124
H: 0.44 3.11 1.75  0.114
H: 2.04 3.74 2.22  0.119
H: 1.69 1.35 2.48  0.097
H: 3.68 0.62 1.95  0.129
H: 3.98 2.34 1.72  0.125
H: 5.79 1.81 0.08  0.115
H: 6.27 1.30 -2.31  0.110
H: 4.40 0.54 -3.77  0.113
H: 1.58 -0.93 -2.76  0.118
H: 2.01 0.22 -4.03  0.120
H: 0.51 0.98 -1.67  -0.068
H: -0.47 2.59 -3.25  0.087
H: 1.01 2.29 -4.18  0.122
H: 1.12 4.28 -2.62  0.123
H: 2.39 3.09 -2.32  0.108
H: -0.09 3.28 -0.77  0.113
Br: 4.59 -6.24 1.67  0.766
C: 3.43 -4.81 1.22  -0.665
C: 3.94 -3.65 0.68  -0.092
C: 3.03 -2.65 0.38  -0.119
N: 1.72 -2.75 0.57  0.091
C: 1.23 -3.88 1.09  -0.198
C: 2.07 -4.94 1.43  -0.053
C: -0.24 -3.94 1.30  -0.209
C: -0.85 -5.01 1.95  -0.052
C: -2.22 -4.99 2.10  -0.659
Br: -3.09 -6.43 2.96  0.771
C: -2.96 -3.93 1.62  -0.074
C: -2.26 -2.91 1.00  -0.115
N: -0.95 -2.91 0.83  0.050
H: 5.00 -3.53 0.52  0.105
H: 3.38 -1.72 -0.06  0.099
H: 1.68 -5.87 1.83  0.099
H: -0.28 -5.83 2.34  0.098
H: -4.04 -3.89 1.74  0.110
H: -2.80 -2.05 0.61  0.107
C: -3.99 4.51 0.97  -0.129
C: -3.84 4.19 2.32  -0.107
C: -3.12 3.08 2.73  -0.049
C: -2.53 2.20 1.78  -0.342
C: -2.65 2.59 0.43  -0.114
C: -3.37 3.70 0.03  -0.122
N: -1.79 1.10 2.08  -0.056
C: -1.97 0.37 3.22  -0.343
C: -0.90 -0.42 3.70  -0.078
C: -1.03 -1.22 4.81  -0.121
C: -2.23 -1.29 5.51  -0.134
C: -3.31 -0.55 5.04  -0.109
C: -3.19 0.26 3.92  -0.053
H: -4.55 5.38 0.67  0.087
H: -4.29 4.83 3.07  0.097
H: -2.99 2.88 3.78  0.103
H: -2.17 1.96 -0.32  0.012
H: -3.45 3.94 -1.02  0.095
H: 0.05 -0.37 3.17  0.066
H: -0.18 -1.80 5.16  0.094
H: -2.33 -1.91 6.39  0.087
H: -4.26 -0.61 5.55  0.096
H: -4.06 0.80 3.55  0.100
F: -5.44 4.70 -5.87  0.059
C: -4.86 3.74 -5.11  -0.285
C: -3.57 3.34 -5.40  -0.007
C: -2.99 2.36 -4.62  -0.136
C: -3.68 1.77 -3.56  -0.365
C: -4.98 2.20 -3.30  -0.106
C: -5.58 3.19 -4.07  -0.002
Sb: -2.66 0.18 -2.50  1.527
C: -2.77 -1.04 -4.27  -0.387
C: -1.61 -1.63 -4.76  -0.121
C: -1.64 -2.39 -5.93  -0.011
C: -2.85 -2.55 -6.58  -0.284
F: -2.89 -3.30 -7.70  0.059
C: -4.01 -1.96 -6.12  0.000
C: -3.96 -1.20 -4.96  -0.119
C: -4.43 -0.61 -1.54  -0.390
C: -5.08 0.14 -0.57  -0.125
C: -6.23 -0.33 0.06  0.005
C: -6.70 -1.58 -0.30  -0.284
F: -7.82 -2.04 0.30  0.059
C: -6.07 -2.37 -1.23  -0.009
C: -4.92 -1.88 -1.85  -0.127
H: -3.05 3.80 -6.23  0.119
H: -1.99 2.03 -4.86  0.091
H: -5.55 1.76 -2.49  0.088
H: -6.59 3.52 -3.87  0.121
H: -0.67 -1.50 -4.24  0.083
H: -0.75 -2.87 -6.32  0.118
H: -4.94 -2.11 -6.67  0.121
H: -4.87 -0.73 -4.60  0.107
H: -4.68 1.10 -0.26  0.088
H: -6.75 0.26 0.80  0.124
H: -6.47 -3.34 -1.47  0.119
H: -4.41 -2.50 -2.58  0.096

multiplicity: 1
gap between HOMO and LUMO: 5.185 eV



[5]
Here is C23H29N11O9OsP2S2 as an isolated structure at a distorted geometry from the Open Molecules 2025 dataset. Energies are from ωB97M-V/def2-TZVPD.

Last column: Mulliken spin population.
CARTESIAN COORDINATES (ANGSTROEM)
Os: -0.25 -0.52 0.68  2.466
C: 0.60 -0.59 5.98  0.005
C: -0.41 0.37 5.48  0.036
N: -1.14 1.18 6.23  0.095
N: -1.88 1.87 5.38  0.129
C: -1.68 1.56 4.09  -0.094
S: -2.48 2.21 2.78  0.725
N: -0.72 0.58 4.16  0.033
N: -0.13 -0.12 3.09  0.069
H: 0.59 -0.59 7.06  0.000
H: 1.60 -0.30 5.63  0.004
H: 0.39 -1.59 5.61  0.004
H: -2.52 2.57 5.72  -0.007
H: -0.18 -1.14 3.33  -0.013
H: 0.86 0.12 3.06  -0.016
N: 1.07 -2.56 -3.37  0.002
C: -0.34 -2.18 -2.92  -0.003
C: -1.38 -2.48 -3.99  0.002
P: -0.53 -3.04 -1.27  0.042
O: -1.38 -4.33 -1.60  0.004
O: 0.90 -3.34 -0.98  0.000
O: -1.35 -2.10 -0.36  0.119
P: -0.29 -0.37 -2.51  0.063
O: 0.68 0.14 -3.69  0.000
O: -1.59 0.31 -2.53  0.005
O: 0.60 -0.25 -1.23  0.101
H: 1.06 -3.24 -4.13  0.000
H: 1.49 -2.99 -2.49  0.000
H: 1.61 -1.75 -3.67  0.000
H: -1.41 -3.54 -4.22  0.000
H: -1.19 -1.91 -4.90  0.000
H: -2.37 -2.19 -3.62  0.000
H: -1.59 -4.86 -0.81  0.000
H: 0.25 0.84 -4.22  0.001
C: 0.10 2.81 -0.01  0.045
C: -1.26 2.22 -0.08  0.064
N: -1.56 0.95 0.21  -0.010
C: -2.92 0.77 -0.01  0.008
C: -3.44 1.94 -0.42  0.047
N: -2.38 2.83 -0.49  0.024
C: -2.49 4.24 -0.90  -0.002
N: -1.43 4.59 -1.78  0.001
N: -0.52 5.54 -1.39  0.000
N: 0.32 5.70 -2.34  0.000
C: -0.02 4.85 -3.39  0.000
C: 0.57 4.67 -4.64  0.000
C: -0.01 3.74 -5.48  0.000
C: -1.14 3.00 -5.09  0.000
C: -1.74 3.16 -3.86  0.000
C: -1.15 4.13 -3.03  0.000
H: 0.78 2.11 0.47  -0.027
H: 0.11 3.75 0.54  0.002
H: 0.50 3.01 -1.01  0.002
H: -3.39 -0.19 0.11  -0.005
H: -4.44 2.21 -0.71  0.000
H: -2.43 4.91 -0.04  0.001
H: -3.46 4.36 -1.38  -0.001
H: 1.43 5.25 -4.94  0.000
H: 0.41 3.58 -6.46  0.000
H: -1.57 2.28 -5.79  0.000
H: -2.58 2.56 -3.54  0.000
O: 2.70 -0.39 1.45  0.038
C: 2.33 -1.54 1.62  0.014
N: 0.99 -1.90 1.43  0.000
S: 0.65 -3.35 2.23  0.003
O: -0.12 -4.31 1.51  0.004
O: 0.07 -2.97 3.52  0.008
C: 2.34 -3.76 2.47  0.008
C: 2.86 -4.91 3.02  -0.002
C: 4.24 -4.95 3.21  0.004
C: 5.04 -3.88 2.84  0.000
C: 4.49 -2.73 2.29  0.002
C: 3.13 -2.67 2.12  0.000
H: 2.23 -5.75 3.30  0.000
H: 4.68 -5.84 3.64  0.000
H: 6.11 -3.95 2.98  0.000
H: 5.11 -1.89 2.00  0.000

expectation value of S²: 6.0280
multiplicity: 5
total charge: +2
gap between HOMO and LUMO (spin up / spin down): 7.508 / 3.931 eV



Calculated values (eV) of relative energy (zero: lowest compared OMol25 entry of this formula, charge and spin) for the records, taken in order: 0.000, 0.899, 0.698, 0.417, 1.962.